Entry 1:
The following is a quantum chemistry calculation of a cluster of 2 separate species, H5NOSi in total in a non-equilibrium geometry, from the OMol25 dataset.

- frontier orbital gap (eV) = 7.616
- HOMO (eV) = -8.6
- relative energy (zero: lowest compared OMol25 entry of this formula, charge and spin) (eV) = 6.239
- DFT total energy (eV) = -11491.55741
- M (u) = 63.1

```
8
H5NOSi (ωB97M-V with the def2-TZVPD basis set)
N -2.362 -0.871 0.539
O -0.932 -0.945 0.411
Si 2.806 0.355 -0.503
H -2.703 -1.850 0.445
H -2.484 -0.364 -0.389
H 1.936 -0.689 -1.168
H -0.646 -0.688 1.255
H 1.813 0.807 0.630
```

Results of the natural (NBO) charge analysis, in e, for atoms 1 through 2:
1. N -0.533
2. O -0.602

---

Entry 2:
The following is a quantum chemistry calculation of a structure of composition H5NP2S2 in a non-equilibrium geometry, from the OMol25 dataset.

- frontier orbital gap (eV) = 7.590
- HOMO (eV) = -8.6
- relative energy (zero: lowest compared OMol25 entry of this formula, charge and spin) (eV) = 1.731
- DFT total energy (eV) = -41817.59478
- M (u) = 145.1

```
10
H5NP2S2 (ωB97M-V with the def2-TZVPD basis set)
N 0.117 -0.559 -0.211
P 0.448 1.686 -0.380
P 0.104 -1.570 1.049
S -0.377 -3.307 0.357
S -1.115 1.944 -1.820
H 0.895 -0.732 -0.846
H -0.460 2.344 0.513
H 1.339 -1.452 1.810
H -0.855 -0.936 2.036
H -0.096 2.581 -2.507
```

Results of the natural (NBO) charge analysis, in e, for atoms 1 through 2:
1. N -1.201
2. P 0.547

---

Entry 3:
The following is a quantum chemistry calculation of a cluster of 3 separate species, H5O3 in total, from the OMol25 dataset.

- frontier orbital gap (eV) = 9.305
- HOMO (eV) = -4.2
- relative energy (zero: lowest compared OMol25 entry of this formula, charge and spin) (eV) = 0.052
- DFT total energy (eV) = -6224.57815
- net charge = -1
- M (u) = 53.0

```
8
H5O3 (ωB97M-V with the def2-TZVPD basis set)
O 0.694 0.800 -0.156
H 0.520 1.733 -0.044
O 0.049 -0.275 1.983
H 0.600 -1.066 1.965
H 0.242 0.229 1.020
O -0.771 -0.517 -1.900
H -1.542 -0.714 -1.361
H -0.168 -0.036 -1.256
```

Results of the natural (NBO) charge analysis, in e, for atoms 1 through 2:
1. O -1.198
2. H 0.425

---

Entry 4:
The following is a quantum chemistry calculation of a cluster of 3 separate species, H5OS2 in total in a non-equilibrium geometry, from the OMol25 dataset.

- frontier orbital gap (eV) = 4.648
- HOMO (eV) = -15.4
- relative energy (zero: lowest compared OMol25 entry of this formula, charge and spin) (eV) = 6.245
- DFT total energy (eV) = -23784.47616
- net charge = +1
- M (u) = 85.2

```
8
H5OS2 (ωB97M-V with the def2-TZVPD basis set)
O -2.468 -0.719 2.377
H -2.138 -0.294 3.177
H -2.316 -0.376 1.496
H 1.182 -0.320 -0.835
S -0.850 0.008 0.221
S 2.227 0.274 -1.441
H -0.431 1.195 -0.264
H 2.657 0.734 -2.670
```

Results of the natural (NBO) charge analysis, in e, for atoms 1 through 2:
1. O -0.796
2. H 0.520

---

Entry 5:
The following is a quantum chemistry calculation of a cluster of 2 separate species, H5P3S in total in a non-equilibrium geometry, from the OMol25 dataset.

- frontier orbital gap (eV) = 8.203
- HOMO (eV) = -9.0
- relative energy (zero: lowest compared OMol25 entry of this formula, charge and spin) (eV) = 0.870
- DFT total energy (eV) = -38780.57440
- M (u) = 130.0

```
9
H5P3S (ωB97M-V with the def2-TZVPD basis set)
P 0.179 -2.366 -1.834
P 1.427 -1.106 0.786
P 1.007 -0.610 -1.333
S -2.064 2.503 1.286
H -0.135 -2.112 -3.117
H -1.743 3.574 2.086
H 1.624 -2.334 0.420
H 2.889 -0.702 0.643
H -3.183 3.154 1.064
```

Results of the natural (NBO) charge analysis, in e, for atoms 1 through 2:
1. P -0.010
2. P 0.040

---

Entry 6:
The following is a quantum chemistry calculation of a cluster of 33 separate species, H64NO35 in total in a non-equilibrium geometry, from the OMol25 dataset.

- frontier orbital gap (eV) = 8.116
- HOMO (eV) = -6.8
- DFT total energy (eV) = -74194.04606
- net charge = -1
- M (u) = 638.5

```
100
H64NO35 (ωB97M-V with the def2-TZVPD basis set)
N -3.469 12.346 -16.849
O -4.563 11.922 -17.062
O -3.052 12.361 -15.733
O -2.832 12.859 -17.776
O -0.017 9.330 -17.184
H -0.634 8.727 -17.600
H 0.737 8.785 -16.959
O -2.726 13.643 -13.004
H -2.069 13.088 -12.583
H -2.800 13.295 -13.893
O -3.928 15.979 -16.967
H -3.628 16.851 -17.226
H -3.127 15.461 -16.897
O -2.592 16.535 -20.378
H -3.265 16.156 -19.812
H -2.965 16.489 -21.258
O -6.745 12.808 -19.009
H -6.032 12.700 -18.379
H -7.529 12.905 -18.469
O -1.732 8.761 -20.301
H -2.627 8.539 -20.557
H -1.234 7.956 -20.447
O -3.545 12.187 -10.626
H -2.898 12.729 -10.174
H -3.537 12.507 -11.528
O -0.293 14.644 -21.101
H -1.091 14.137 -21.246
H -0.351 14.928 -20.188
O 1.191 14.018 -14.554
H 0.879 13.342 -15.156
H 1.562 13.532 -13.818
O -7.075 9.775 -17.659
H -6.212 9.515 -17.979
H -7.592 9.915 -18.452
O 0.124 12.405 -16.790
H 0.292 11.467 -16.697
H -0.828 12.471 -16.874
O -0.335 11.430 -13.131
H -0.424 11.423 -12.178
H -0.578 10.545 -13.401
O -7.496 13.373 -21.585
H -7.673 12.597 -22.117
H -7.221 13.025 -20.737
O -4.181 6.676 -18.891
H -4.824 7.201 -18.415
H -4.126 5.858 -18.397
O -1.933 9.767 -14.954
H -1.438 10.005 -15.738
H -2.560 10.481 -14.840
O -1.880 12.790 -20.374
H -2.510 12.806 -19.653
H -1.226 12.144 -20.106
O -3.378 12.900 -22.848
H -2.941 12.694 -22.021
H -3.636 12.049 -23.201
O -6.566 7.321 -16.633
H -6.948 8.029 -17.151
H -7.283 7.014 -16.080
O -6.228 17.216 -18.870
H -5.842 16.420 -18.503
H -7.165 17.130 -18.698
O -6.389 15.993 -15.470
H -6.582 16.516 -16.248
H -5.519 15.630 -15.634
O -1.200 15.500 -15.841
H -0.637 14.849 -15.422
H -1.015 16.314 -15.372
O -9.331 13.056 -17.717
H -10.069 13.145 -18.320
H -9.703 12.631 -16.943
O 1.357 15.075 -18.085
H 1.150 15.675 -17.368
H 1.130 14.209 -17.746
O -4.350 14.624 -19.399
H -3.677 14.431 -18.747
H -4.939 13.871 -19.366
O -0.133 10.852 -19.530
H -0.493 10.103 -20.004
H -0.161 10.590 -18.610
O -1.004 15.681 -12.529
H -1.564 16.401 -12.819
H -1.559 14.904 -12.596
O -2.017 7.436 -17.536
H -2.428 6.571 -17.557
H -2.292 7.852 -18.353
O -7.357 11.531 -15.823
H -6.555 11.947 -16.141
H -7.447 10.743 -16.358
O -5.196 14.741 -11.091
H -5.118 14.038 -10.446
H -5.006 14.320 -11.929
O -4.361 9.362 -18.266
H -4.311 10.022 -18.957
H -4.381 9.866 -17.453
O -9.493 12.355 -13.940
H -9.013 13.083 -13.546
H -8.875 11.966 -14.559
O -6.266 13.283 -13.410
H -6.610 14.125 -13.707
H -5.990 12.840 -14.212
```

Results of the Mulliken charge analysis, in e, for atoms 1 through 2:
1. N 0.335
2. O -0.423

---

Entry 7:
The following is a quantum chemistry calculation of a structure of composition H6InO3 in a non-equilibrium geometry, from the OMol25 dataset.

- frontier orbital gap (eV) = 4.742
- HOMO (eV) = -26.1
- relative energy (zero: lowest compared OMol25 entry of this formula, charge and spin) (eV) = 1.936
- DFT total energy (eV) = -11371.70303
- net charge = +3
- M (u) = 168.9

```
10
H6InO3 (ωB97M-V with the def2-TZVPD basis set)
In 22.917 10.548 7.714
O 21.970 8.322 9.158
H 21.734 8.265 10.130
H 21.187 7.947 8.674
O 21.340 8.814 6.114
H 21.955 8.456 5.432
H 20.483 8.334 5.971
O 22.221 13.249 7.773
H 22.656 13.933 8.351
H 21.405 13.674 7.396
```

Results of the natural (NBO) charge analysis, in e, for atoms 1 through 2:
1. In 2.159
2. O -0.751

---

Entry 8:
The following is a quantum chemistry calculation of a cluster of 2 separate species, H6N2 in total, from the OMol25 dataset.

- frontier orbital gap (eV) = 11.411
- HOMO (eV) = -10.1
- relative energy (zero: lowest compared OMol25 entry of this formula, charge and spin) (eV) = 0.115
- DFT total energy (eV) = -3077.60763
- SMILES = N.N
- M (u) = 34.1

```
8
H6N2 (ωB97M-V with the def2-TZVPD basis set)
N 4.236 -3.159 -2.921
H 4.130 -2.301 -3.447
H 3.303 -3.511 -2.754
H 4.676 -2.961 -2.033
N -4.080 3.264 2.812
H -4.673 2.924 2.061
H -4.426 2.865 3.681
H -3.166 2.879 2.602
```

Results of the natural (NBO) charge analysis, in e, for atoms 1 through 2:
1. N -1.071
2. H 0.357

---

Entry 9:
The following is a quantum chemistry calculation of a cluster of 2 separate species, H6N2 in total, from the OMol25 dataset.

- frontier orbital gap (eV) = 10.877
- HOMO (eV) = -9.8
- relative energy (zero: lowest compared OMol25 entry of this formula, charge and spin) (eV) = 0.016
- DFT total energy (eV) = -3077.70686
- SMILES = N.N
- M (u) = 34.1

```
8
H6N2 (ωB97M-V with the def2-TZVPD basis set)
N 1.362 -1.422 0.431
H 0.842 -0.571 0.193
H 1.872 -1.705 -0.412
H 2.064 -1.157 1.129
N -1.279 1.103 -0.405
H -1.889 0.407 0.037
H -1.780 1.459 -1.226
H -1.193 1.884 0.253
```

Results of the natural (NBO) charge analysis, in e, for atoms 1 through 2:
1. N -1.082
2. H 0.374

---

Entry 10:
The following is a quantum chemistry calculation of a cluster of 2 separate species, H6N2 in total, from the OMol25 dataset.

- frontier orbital gap (eV) = 10.888
- HOMO (eV) = -9.9
- relative energy (zero: lowest compared OMol25 entry of this formula, charge and spin) (eV) = 0.079
- DFT total energy (eV) = -3077.64320
- SMILES = N.N
- M (u) = 34.1

```
8
H6N2 (ωB97M-V with the def2-TZVPD basis set)
N -0.025 -1.458 0.489
H -0.189 -2.108 -0.286
H 0.293 -2.018 1.286
H 0.761 -0.859 0.214
N -0.370 1.828 -0.327
H 0.533 2.152 -0.686
H -0.833 1.327 -1.093
H -0.170 1.136 0.403
```

Results of the natural (NBO) charge analysis, in e, for atoms 1 through 2:
1. N -1.077
2. H 0.361

---

Entry 11:
The following is a quantum chemistry calculation of a cluster of 2 separate species, H6N2O3P2 in total in a non-equilibrium geometry, from the OMol25 dataset.

- frontier orbital gap (spin up / spin down) (eV) = 9.034 / 7.303
- HOMO (spin up / spin down) (eV) = -9.2 / -7.4
- relative energy (zero: lowest compared OMol25 entry of this formula, charge and spin) (eV) = 2.331
- DFT total energy (eV) = -27792.28149
- M (u) = 144.0

```
13
H6N2O3P2 (ωB97M-V with the def2-TZVPD basis set)
N -0.077 -2.493 -0.060
N 0.892 0.880 1.708
O -1.077 -1.778 0.345
O 0.493 1.555 0.455
O -0.298 0.335 -1.514
P -1.897 0.329 -1.195
P 1.108 0.970 -0.922
H 0.808 -1.961 -0.187
H -0.300 -3.176 -0.880
H 0.884 1.550 2.461
H 0.363 0.088 1.728
H -1.895 1.483 -0.196
H 0.996 2.219 -1.744
```

Results of the natural (NBO) charge analysis, in e, for atoms 1 through 2:
1. N -0.353
2. N -0.533

---

Entry 12:
The following is a quantum chemistry calculation of a cluster of 2 separate species, H6N4O2P in total in a non-equilibrium geometry, from the OMol25 dataset.

- frontier orbital gap (spin up / spin down) (eV) = 5.836 / 7.676
- HOMO (spin up / spin down) (eV) = -2.0 / -3.7
- relative energy (zero: lowest compared OMol25 entry of this formula, charge and spin) (eV) = 4.997
- DFT total energy (eV) = -19438.55037
- net charge = -1
- M (u) = 125.0

```
13
H6N4O2P (ωB97M-V with the def2-TZVPD basis set)
N 1.819 1.158 -0.967
N -1.289 1.159 0.854
N 0.833 0.230 -1.411
N -1.349 -0.027 0.143
O -0.601 -1.699 -1.581
O 0.921 -1.251 1.635
P -0.060 -0.780 -0.515
H 1.437 1.385 0.001
H 0.717 -2.128 1.663
H -0.809 1.163 1.757
H -0.619 1.777 0.189
H 0.999 -0.280 -2.256
H -1.999 -0.708 0.488
```

Results of the natural (NBO) charge analysis, in e, for atoms 1 through 2:
1. N -0.603
2. N -0.659

---

Question: The highest DFT total energy belongs to which entry?
Answer: number 8

---

Question: What is the formula in the twelfth record?
Answer: H6N4O2P